A molecular structure, C4H6N2 at a distorted geometry, computed with ωB97M-V with the def2-TZVPD basis set.

Results
* E: -7222.05356 eV
* E_LUMO: 0.4 eV
* HOMO: -9.7 eV
* Kohn-Sham gap: 10.106 eV
* multiplicity: 1

Cartesian coordinates (Å):
N 2.36882 -1.68442 -0.23203
C 1.34414 -1.41835 0.23058
C 0.05900 -1.00776 0.78609
C -0.15126 0.45655 0.37991
C -0.02742 0.76392 -1.20430
N -1.47447 0.82239 0.14264
H -0.75537 -1.61027 0.36841
H 0.06450 -1.18927 1.87158
H 0.45514 1.14792 0.97906
H -0.42603 0.15088 -2.03759
H 0.32549 1.70384 -1.70061
H -1.66196 1.75853 0.52183

These are the Löwdin partial charges, in e, on atoms 1 to 6: 0.146 -0.250 -0.148 -0.503 0.114 0.059

2 unconnected molecules or ions with the total composition C2H8S4 at a distorted geometry, computed with ωB97M-V with the def2-TZVPD basis set.

Results
* SMILES string: CSS.CSS
* E: -45544.19885 eV
* E_LUMO: 0.5 eV
* HOMO: -8.8 eV
* Kohn-Sham gap: 9.295 eV
* multiplicity: 1

Cartesian coordinates (Å):
C -2.10227 1.36115 0.37192
S -2.49948 1.53357 -1.34499
S -1.33394 0.21479 -2.37288
H -2.47533 2.21627 0.94730
H -1.05889 1.35230 0.67894
H -2.59161 0.46868 0.77158
H -0.14078 0.83553 -2.29789
C 1.07202 -2.04870 0.17881
S 2.47653 -1.25454 0.98304
S 1.75931 -0.10070 2.45317
H 1.37769 -3.09708 0.17124
H 1.05970 -1.63139 -0.82691
H 0.03525 -2.00512 0.49729
H 2.07106 1.04846 1.79048

These are the Löwdin partial charges, in e, on atoms 1 to 6: -0.521 0.353 0.281 0.037 0.022 0.031

A molecular structure, C7H24AgN10O7 at a distorted geometry, computed with ωB97M-V with the def2-TZVPD basis set.

Results
* E: -40883.38625 eV
* E_LUMO: 1.8 eV
* HOMO: -1.2 eV
* Kohn-Sham gap: 3.007 eV
* charge: -1
* multiplicity: 1

Cartesian coordinates (Å):
Ag -0.30249 -0.01613 -0.26914
O -4.91836 0.43762 2.05704
C -4.16400 -0.64804 2.41991
C -2.89029 -1.00634 1.56569
O -1.71572 -0.22243 1.59951
H -4.78579 -1.56343 2.49512
H -3.84838 -0.51876 3.47746
H -3.17214 -1.25768 0.53005
H -2.65071 -2.06711 1.80789
C -1.52544 2.74027 -1.86393
O -1.58461 1.81746 -1.05501
N -0.34782 3.28589 -2.25961
N -2.62577 3.28046 -2.43253
H -0.25497 3.92192 -3.02896
H 0.45638 2.76583 -1.93031
H -2.78710 3.85802 -3.23383
H -3.44461 2.79731 -2.08543
C 2.72076 1.19178 -1.41110
O 1.49606 1.29866 -1.36327
N 3.56662 2.16916 -1.81816
N 3.41258 0.14268 -0.87790
H 4.54157 1.94592 -1.82676
H 3.24061 3.09533 -2.02707
H 4.39441 0.03561 -1.03022
H 2.78277 -0.56132 -0.49633
C 0.26803 1.63126 3.87239
O 0.99493 2.36277 4.55473
N 0.51528 1.32390 2.57278
N -0.99403 1.30382 4.22620
H 1.40016 1.55194 2.16420
H -0.22871 0.75679 2.17451
H -1.49744 0.62002 3.66270
H -1.40584 1.70969 5.04382
C 0.25730 -2.00440 -3.17714
O -0.40482 -1.24906 -2.48185
N 1.43947 -2.55973 -2.77050
N -0.01991 -2.30035 -4.46402
H 2.05662 -3.07093 -3.36862
H 1.75644 -2.12967 -1.91055
H -0.86907 -1.86138 -4.78238
H 0.63183 -2.82956 -5.00507
C 1.40773 -2.19367 1.12118
O 1.39479 -1.55821 0.06259
N 0.37163 -2.10010 2.00303
N 2.31049 -3.09491 1.55406
H 0.40412 -2.56876 2.88899
H -0.52768 -1.62875 1.84044
H 2.13825 -3.62938 2.37963
H 3.00691 -3.40404 0.89579

These are the Löwdin partial charges, in e, on atoms 1 to 6: 0.774 -0.416 -0.539 -0.392 -0.436 0.054

C4H8N2S2 in the gas phase at a distorted geometry, computed with ωB97M-V with the def2-TZVPD basis set.

Results
* SMILES string: SC[C@@]1(S)C=NNC1
* E: -28926.37892 eV
* E_LUMO: 0.5 eV
* HOMO: -8.7 eV
* Kohn-Sham gap: 9.253 eV
* multiplicity: 1

Cartesian coordinates (Å):
S -2.40954 -0.76419 -0.01947
C -0.77176 -0.64701 0.83986
C 0.26452 0.17082 0.03109
S -0.52885 1.80161 -0.24190
C 1.44404 0.36672 0.99663
N 2.46283 -0.32008 0.60964
N 2.14013 -1.10331 -0.43666
C 0.97570 -0.54906 -1.18976
H -2.11653 -2.08763 -0.55668
H -0.96522 -0.03899 1.72804
H -0.46835 -1.70737 1.18494
H 0.58647 2.38373 -0.83465
H 1.53497 0.95489 1.96391
H 2.99435 -1.14901 -0.94517
H 1.40590 0.26521 -1.87450
H 0.34686 -1.30460 -1.76172

These are the Löwdin partial charges, in e, on atoms 1 to 6: 0.619 -0.594 -0.830 0.733 -0.193 -0.004

2 unconnected molecules or ions with the total composition C5H17N3O at a distorted geometry, computed with ωB97M-V with the def2-TZVPD basis set.

Results
* ⟨S²⟩: 0.76
* E: -11968.85164 eV
* E_LUMO (spin up / spin down): -2.9 / -8.0 eV
* HOMO (spin up / spin down): -13.5 / -13.3 eV
* Kohn-Sham gap (spin up / spin down): 10.537 / 5.239 eV
* charge: +1
* multiplicity: 2

Cartesian coordinates (Å):
C -0.58460 1.05645 -0.72272
N -1.76794 0.26112 -0.97474
C -1.83391 -0.85192 -1.89178
N -1.93494 -2.12025 -1.10453
C 0.43408 0.45600 0.23018
C 1.72656 -0.09317 -0.48838
C 2.98042 -0.36476 0.38156
N 0.78312 1.37861 1.29844
H -0.12587 1.28063 -1.70150
H -1.03925 1.99150 -0.29772
H -2.18513 0.02439 -0.08012
H -2.81986 -0.68987 -2.33346
H -1.01839 -0.87173 -2.65821
H -2.08823 -2.07870 -0.11057
H -1.23366 -2.82759 -1.27004
H 0.03290 -0.46323 0.62166
H 1.98621 0.45659 -1.38915
H 1.32109 -1.12584 -0.69768
H 3.89017 -0.54570 -0.13800
H 3.22895 0.50013 1.05594
H 2.78887 -1.24688 0.95200
H 1.33905 1.09238 2.08017
H 0.75231 2.31042 0.95395
H -0.93700 1.13929 2.36479
H -1.92979 0.20185 3.05121
O -1.76515 1.13031 2.86868

These are the Löwdin partial charges, in e, on atoms 1 to 6: -0.106 0.155 -0.181 0.063 -0.368 -0.177

2 unconnected molecules or ions with the total composition C5H10O at a distorted geometry, computed with ωB97M-V with the def2-TZVPD basis set.

Results
* SMILES string: C=CC=O.CC
* E: -7392.41904 eV
* E_LUMO: 0.2 eV
* HOMO: -9.5 eV
* Kohn-Sham gap: 9.663 eV
* multiplicity: 1

Cartesian coordinates (Å):
C 0.66524 0.81282 -0.73988
C 1.74171 0.02402 -0.84104
C 2.51343 -0.24561 0.38240
O 2.13517 0.07777 1.49345
H -0.09451 0.90287 -1.51251
H 0.48392 1.36836 0.17819
H 1.94654 -0.54107 -1.74557
H 3.46304 -0.79683 0.25399
C -2.22481 0.20735 0.07935
C -0.99701 -0.57156 0.55320
H -3.08182 -0.08357 0.69442
H -2.12766 1.29897 0.17023
H -2.48153 -0.01235 -0.96409
H -0.63216 -0.21881 1.52389
H -1.18094 -1.63896 0.57930
H -0.12857 -0.58340 -0.10534

These are the Löwdin partial charges, in e, on atoms 1 to 6: -0.014 -0.148 -0.279 0.025 0.092 0.094